No. 1
C12H24I2NO5PS2 | the ωB97M-V functional and the def2-TZVPD basis

frontier orbital gap	8.675	eV
strongest force on any atom	1.2	eV/A
total energy	-71719.1275	eV

Geometry as XYZ:
```
47
Properties=species:S:1:pos:R:3:mulliken_charge:R:1
C 6.4812 -1.7642 -2.8975 -1.460
C 5.0918 -2.1129 -3.3759 -0.377
I 5.2365 -3.2629 -5.1639 0.170
C 4.1812 -0.8758 -3.5352 -0.860
I 3.8824 -0.2884 -5.5566 0.136
P 2.4439 -1.3472 -2.8824 0.376
N 0.7419 -1.8360 -2.2030 -0.513
C 0.3509 -2.8373 -2.7709 0.718
O 0.0064 -3.7666 -3.3834 -0.487
H 7.0984 -1.3367 -3.6774 0.373
H 6.9804 -2.6689 -2.5638 0.410
H 6.4416 -1.1022 -2.0373 0.409
H 4.6305 -2.7743 -2.6474 0.449
H 4.5745 -0.0362 -2.9773 0.547
H 1.8412 -0.2641 -3.5149 0.045
H 2.5530 -2.5845 -3.5388 0.003
H 2.8782 -1.2140 -1.5608 0.070
C -2.8527 -1.1990 -1.4228 -0.388
C -3.4420 -2.5231 -0.9126 -0.664
C -3.3361 -2.5123 0.6187 -0.733
S -3.3922 -0.7823 1.1094 1.190
O -2.1264 -0.4247 1.7023 -0.642
O -4.6275 -0.5075 1.7966 -0.701
C -3.4597 -0.1078 -0.5463 -0.806
H -3.0770 -1.0354 -2.4753 0.387
H -1.7676 -1.2164 -1.3070 0.163
H -4.4898 -2.5952 -1.2092 0.310
H -2.9241 -3.3838 -1.3325 0.331
H -4.1589 -3.0337 1.0994 0.369
H -2.3875 -2.9173 0.9640 0.367
H -2.9141 0.8324 -0.5718 0.415
H -4.5086 0.0610 -0.7865 0.400
C -1.9617 2.5074 4.0371 -0.341
C -0.4894 2.4303 4.4612 -0.720
C 0.2881 3.4303 3.5954 -0.675
S -0.8800 4.7289 3.1593 1.139
O -1.0901 4.7009 1.7340 -0.652
O -0.5181 5.9537 3.8249 -0.669
C -2.2998 3.9935 3.9645 -0.762
H -2.6118 1.9850 4.7360 0.368
H -2.0864 2.0452 3.0565 0.137
H -0.3967 2.7037 5.5141 0.315
H -0.0916 1.4237 4.3473 0.353
H 1.1242 3.8821 4.1218 0.378
H 0.6335 2.9806 2.6672 0.354
H -3.1918 4.2154 3.3843 0.409
H -2.3785 4.4365 4.9566 0.357
```

***

No. 2
C12H24N2O2 | the ωB97M-V functional and the def2-TZVPD basis

frontier orbital gap	9.052	eV
energy above the lowest of the compared OMol25 structures with the same formula, charge and spin	289.82	kcal/mol
strongest force on any atom	19.6	eV/A
total energy	-19897.6766	eV

Geometry as XYZ:
```
40
Properties=species:S:1:pos:R:3:mulliken_charge:R:1
C 4.4136 0.3850 1.3522 -1.441
C 3.5071 0.7624 0.1917 0.132
C 2.1987 1.3509 0.7760 -0.925
C 1.1454 1.7158 -0.3047 0.307
O 1.4780 2.1958 -1.4082 -0.666
N -0.2596 1.3538 0.0059 -0.126
H -0.5251 0.7367 0.9167 0.249
C -1.2797 1.8227 -1.0868 -0.618
C -2.5481 2.3779 -0.3404 -0.862
H -2.8716 3.1235 -0.8472 0.643
C -3.6726 1.5321 -0.0022 -1.054
H -4.0455 1.0327 -1.0877 0.205
C -3.2391 -0.0188 0.7897 -0.800
N -2.5142 -0.8045 0.2662 0.191
C -1.3671 -1.3980 0.5372 0.283
O -0.8455 -0.9387 1.7514 -0.763
C -0.7485 -2.6825 -0.0993 -0.878
H -0.7120 -3.4402 0.5859 0.462
H -1.3454 -2.6814 -1.0378 0.240
C 0.5667 -2.0791 -0.5706 -0.136
C 1.1948 -3.2647 -1.5631 -1.535
H 2.0977 -2.8587 -1.6881 0.506
H 0.6181 -3.4252 -2.2679 0.605
H 1.3102 -4.0865 -0.6681 0.243
H 0.4971 -1.0750 -1.5696 0.099
H 1.3124 -1.8319 0.1479 0.333
H -2.9804 -1.5061 -0.5628 0.326
H -4.1498 -0.0967 1.2819 0.536
H -2.7184 0.4612 1.8467 0.281
H -4.4286 1.8198 0.4915 0.723
H -2.1729 2.8811 0.6636 0.267
H -1.5690 0.9138 -1.7095 0.186
H -0.7942 2.5998 -1.6025 0.604
H 1.5456 0.3438 1.3688 0.081
H 2.2103 2.0387 1.4706 0.803
H 3.8008 1.7672 -0.3978 0.222
H 3.1792 -0.0822 -0.6189 0.123
H 5.2827 0.0478 1.0797 0.505
H 4.5814 1.2842 1.9134 0.318
H 3.8473 -0.2766 1.9959 0.331
```

***

No. 3
C12H24N4NaO5 | the ωB97M-V functional and the def2-TZVPD basis

frontier orbital gap	7.381	eV
energy above the lowest of the compared OMol25 structures with the same formula, charge and spin	0.00	kcal/mol
charge	-1
strongest force on any atom	1.1	eV/A
total energy	-33451.7015	eV

Geometry as XYZ:
```
46
Properties=species:S:1:pos:R:3:mulliken_charge:R:1
Na -0.1137 -0.1024 0.0149 0.891
O -0.2401 2.3324 2.0211 -0.606
C -0.8621 1.7635 3.1520 -0.644
C -1.6543 0.4914 2.8468 -0.823
N -0.8751 -0.5531 2.1895 0.824
C 0.2988 -1.0188 2.9266 -1.000
C 1.5929 -0.7346 2.1189 0.498
O 2.5728 -1.4605 2.3092 -0.814
O 1.5031 0.2381 1.3026 -0.702
C -1.7324 -1.6369 1.7341 -0.829
C -2.6356 -1.2456 0.5270 0.554
O -3.4551 -2.0986 0.1567 -0.798
O -2.4061 -0.1119 0.0237 -0.826
H 0.4504 1.6878 1.7363 0.457
H -1.5636 2.5048 3.5447 0.428
H -0.1224 1.5731 3.9424 0.288
H -2.4598 0.7574 2.1643 0.331
H -2.1055 0.1247 3.7897 0.260
H 0.2466 -2.0887 3.1356 0.343
H 0.3931 -0.5161 3.8922 0.379
H -2.3724 -2.0364 2.5359 0.370
H -1.1069 -2.4626 1.3809 0.325
C 2.6166 -0.2303 -1.7042 -0.964
C 1.8971 -1.3680 -2.4471 -0.764
N 0.6620 -1.7409 -1.7618 0.011
C -0.5411 -1.7990 -2.5883 -0.911
C -0.9250 -0.4142 -3.1377 -0.878
N -0.8832 0.5758 -2.0873 -0.081
C -0.2860 1.8618 -2.3580 -1.003
C 1.2422 1.6987 -2.4750 -0.889
N 1.6984 0.8418 -1.4030 0.079
H 2.9807 -0.6098 -0.7471 0.353
H 3.4888 0.0876 -2.3026 0.353
H 1.6590 -1.0412 -3.4629 0.246
H 2.5829 -2.2169 -2.5425 0.448
H 0.7840 -2.6161 -1.2704 0.278
H -0.4427 -2.4980 -3.4365 0.375
H -1.3635 -2.1441 -1.9564 0.370
H -0.2410 -0.1267 -3.9417 0.352
H -1.9195 -0.5045 -3.5935 0.422
H -1.7599 0.6254 -1.5799 0.463
H -0.6728 2.3614 -3.2634 0.387
H -0.4989 2.4996 -1.4963 0.399
H 1.4827 1.2324 -3.4350 0.308
H 1.7243 2.6851 -2.4735 0.398
H 1.9716 1.3415 -0.5682 0.341
```

***

No. 4
C12H24N4O8P | the ωB97M-V functional and the def2-TZVPD basis

frontier orbital gap	9.554	eV
charge	+1
strongest force on any atom	3.3	eV/A
total energy	-44460.6107	eV

Geometry as XYZ:
```
49
Properties=species:S:1:pos:R:3:mulliken_charge:R:1
O -2.7883 -5.7362 -0.8976 -0.638
O 1.2218 -2.8736 -2.2080 -0.721
O 1.3476 5.0200 0.1486 -0.660
O -2.5871 4.2212 1.8507 -0.528
O -0.2107 2.9677 1.0401 -0.586
O 2.8971 3.2623 0.7470 -0.521
O 3.4963 5.7303 1.1508 -0.461
O 1.6840 4.6200 2.6770 -0.344
C -1.7972 -5.0440 -1.0411 0.646
C 0.0055 -2.7862 -2.3422 0.298
C 0.5053 -0.0688 0.8241 -0.490
C 0.7753 -1.3228 0.3507 -0.042
C 2.6319 -0.1285 0.1917 -0.328
N 1.6751 0.6637 0.7178 0.228
N -0.5201 -2.8550 -3.5694 -0.119
N -1.9241 -3.7150 -0.9743 -0.059
N 2.0980 -1.3425 -0.0511 0.087
C -0.4569 -5.7087 -1.2969 -0.941
C -1.9321 -2.7845 -3.9541 -0.817
C -1.8976 3.3410 2.7420 -0.803
C 0.2466 4.6865 2.7459 -0.669
C -0.3977 3.3222 2.4244 0.439
C -0.1931 -2.4796 0.2588 -1.168
C -0.9106 -2.6493 -1.1007 -0.100
P 2.3348 4.6762 1.1869 0.806
H -2.5029 3.9126 0.9311 0.325
H -0.0403 3.7837 0.5041 0.405
H 3.2806 3.5442 -0.0975 0.320
H 3.0241 6.5598 1.2981 0.362
H -0.4453 0.2899 1.2036 0.571
H 3.6458 0.1800 -0.0498 0.432
H 1.7789 1.6593 0.9412 0.330
H 0.1536 -2.9789 -4.3115 0.318
H -2.8761 -3.4279 -0.7974 0.262
H 2.5184 -2.1035 -0.5844 0.329
H -0.1702 -5.5714 -2.3368 0.266
H 0.3081 -5.3118 -0.6373 0.277
H -0.5618 -6.7762 -1.1032 0.336
H -2.4183 -1.9235 -3.4929 0.277
H -2.0143 -2.6861 -5.0386 0.333
H -2.4525 -3.6975 -3.6564 0.272
H -2.0572 3.6633 3.7767 0.417
H -2.3054 2.3300 2.6453 0.317
H -0.0264 4.9705 3.7679 0.406
H -0.1592 5.4657 2.0901 0.442
H 0.0709 2.5636 3.0603 0.248
H 0.3526 -3.3911 0.5015 0.248
H -0.9486 -2.3486 1.0360 0.457
H -1.4583 -1.7225 -1.2712 0.542
```

***

No. 5
C12H24O10 | the ωB97M-V functional and the def2-TZVPD basis

frontier orbital gap	9.966	eV
energy above the lowest of the compared OMol25 structures with the same formula, charge and spin	6.93	kcal/mol
strongest force on any atom	3.9	eV/A
total energy	-33305.6970	eV
structure (SMILES)	COC(=O)OC.COC(=O)OC.COC(=O)OC.CC(C)=O

Geometry as XYZ:
```
46
Properties=species:S:1:pos:R:3:mulliken_charge:R:1
C -9.3520 0.0065 -2.7926 -0.667
O -8.2538 0.6229 -2.0905 -0.287
C -8.1168 0.6136 -0.7428 0.752
O -8.6311 -0.2380 0.0227 -0.574
O -7.3801 1.6854 -0.4133 -0.290
C -7.2108 2.0221 0.9485 -0.616
H -9.2541 0.1591 -3.8675 0.275
H -10.3495 0.1532 -2.3784 0.294
H -9.1502 -1.0646 -2.7855 0.298
H -8.1278 2.4380 1.3658 0.284
H -6.4384 2.7887 1.0105 0.225
H -6.9068 1.1463 1.5219 0.305
C -3.6822 -4.0917 1.9511 -0.671
O -3.1141 -3.8801 0.7015 -0.307
C -2.3880 -2.7667 0.4894 0.781
O -2.2067 -1.8474 1.2594 -0.555
O -1.8245 -2.9045 -0.7169 -0.286
C -1.5637 -1.7327 -1.4128 -0.671
H -4.6750 -3.6977 2.1685 0.280
H -2.9581 -3.9076 2.7448 0.317
H -3.8583 -5.1673 1.9391 0.256
H -0.8901 -2.0845 -2.1942 0.237
H -1.1493 -0.8497 -0.9264 0.315
H -2.4839 -1.3174 -1.8238 0.303
C 5.6491 2.3728 -3.4139 -0.555
O 7.0284 2.4825 -3.1497 -0.327
C 7.6801 1.7057 -2.2150 0.791
O 7.2588 0.6971 -1.7103 -0.547
O 8.9133 2.1279 -2.1106 -0.298
C 9.7236 1.3141 -1.1976 -0.700
H 5.2336 2.9893 -4.2110 0.229
H 5.1260 2.5306 -2.4707 0.241
H 5.6024 1.3671 -3.8316 0.277
H 10.7772 1.5924 -1.2181 0.277
H 9.6650 0.2409 -1.3790 0.302
H 9.4195 1.2283 -0.1543 0.308
C 3.4932 1.4970 2.8733 -0.949
C 4.2485 0.4873 3.6706 0.710
C 3.9190 -1.0163 3.5266 -0.861
O 5.0680 0.8874 4.5036 -0.567
H 2.5069 1.0490 2.7522 0.284
H 3.8247 1.8463 1.8954 0.235
H 3.2930 2.4370 3.3876 0.313
H 4.7351 -1.5932 3.0917 0.294
H 3.0983 -1.0831 2.8124 0.270
H 3.7016 -1.2457 4.5697 0.271
```

***

No. 6
C12H24O2 | the ωB97M-V functional and the def2-TZVPD basis

frontier orbital gap	11.349	eV
energy above the lowest of the compared OMol25 structures with the same formula, charge and spin	0.43	kcal/mol
strongest force on any atom	0.7	eV/A
total energy	-16929.4801	eV
structure (SMILES)	CCCCCCCCCCCC(=O)O

Geometry as XYZ:
```
38
Properties=species:S:1:pos:R:3:mulliken_charge:R:1
C -6.0638 -0.8633 0.4543 -1.177
C -5.2344 0.3631 0.0911 -0.544
C -3.7453 0.2021 0.4016 -0.380
C -3.0477 -0.8063 -0.5092 -0.533
C -1.5623 -0.9812 -0.1892 -0.775
C -0.7168 0.2471 -0.5195 -0.590
C 0.7721 -0.0154 -0.3036 -0.548
C 1.6138 1.2227 -0.6051 -0.788
C 3.1188 0.9608 -0.5519 -0.680
C 3.6194 0.6198 0.8503 -0.475
C 5.1415 0.4943 0.8881 -0.658
C 5.6256 -0.7254 0.1464 0.568
O 5.0318 -1.7615 0.0212 -0.560
O 6.8526 -0.5377 -0.3632 -0.463
H -5.9267 -1.1174 1.5033 0.288
H -5.7791 -1.7221 -0.1478 0.318
H -7.1204 -0.6678 0.2846 0.366
H -5.6155 1.2207 0.6513 0.334
H -5.3580 0.5832 -0.9718 0.313
H -3.2651 1.1760 0.2904 0.252
H -3.6272 -0.1102 1.4420 0.256
H -3.1569 -0.4879 -1.5489 0.285
H -3.5353 -1.7774 -0.4068 0.301
H -1.4483 -1.2244 0.8699 0.324
H -1.1800 -1.8291 -0.7632 0.381
H -1.0215 1.0869 0.1076 0.294
H -0.8869 0.5311 -1.5610 0.306
H 0.9297 -0.3274 0.7299 0.315
H 1.0942 -0.8348 -0.9500 0.297
H 1.3596 2.0155 0.1030 0.307
H 1.3602 1.5825 -1.6055 0.379
H 3.3649 0.1395 -1.2278 0.314
H 3.6414 1.8535 -0.9064 0.346
H 3.1894 -0.3281 1.1737 0.254
H 3.3073 1.3991 1.5481 0.391
H 5.6288 1.3741 0.4660 0.318
H 5.4808 0.3857 1.9220 0.316
H 7.1592 -1.3404 -0.8140 0.348
```